C74H80N14O4S2V | the ωB97M-V functional and the def2-TZVPD basis

```
175
Properties=species:S:1:pos:R:3:forces:R:3:mulliken_spin:R:1
V -0.340 0.320 0.075 -1.0 -1.5 -1.2 0.990
S 0.716 -2.477 1.732 -0.8 0.0 -0.5 -0.005
S 2.898 -1.858 -1.534 -0.1 -0.3 0.1 0.007
O -7.265 0.719 4.306 0.0 0.0 0.2 0.000
O -2.244 0.348 -6.240 -0.7 0.0 -0.1 0.000
O -4.644 -5.544 -3.898 0.0 -0.3 0.1 0.000
O 2.375 5.612 1.485 0.1 0.0 0.2 -0.001
N -1.811 -0.926 0.911 0.3 0.3 -0.7 0.016
N 1.059 1.076 1.325 1.1 0.8 1.1 -0.005
N 3.036 -1.277 1.522 0.1 -0.2 0.7 -0.001
N -3.428 -4.113 -2.609 0.1 0.4 0.4 0.000
N -0.456 -1.136 -1.613 0.3 1.2 0.2 -0.030
N 3.018 -0.749 -3.944 0.2 0.1 -0.4 0.000
N -1.439 1.792 0.996 0.5 -0.7 -0.9 -0.015
N 2.688 0.980 -0.781 0.0 0.1 0.4 -0.002
N 2.549 -2.287 3.562 0.1 0.1 0.0 0.000
N -0.052 1.583 -1.477 -0.2 -0.5 0.0 -0.042
N -5.227 0.200 3.440 0.5 0.1 -0.3 0.001
N 0.529 5.828 0.320 -0.4 -0.8 0.0 0.001
N 3.329 0.735 -1.944 0.5 0.9 -0.2 0.000
N -0.190 -0.254 -5.712 -0.5 -0.2 0.5 0.000
C 1.262 8.777 1.253 0.0 -0.1 0.0 0.000
C -2.353 -0.709 2.144 -0.5 -0.3 0.8 -0.002
C -6.501 -0.867 1.111 0.0 0.1 0.2 0.000
C -2.101 0.853 5.255 -0.1 0.0 0.0 0.003
C -1.012 7.445 -0.790 0.0 0.1 0.0 0.000
C 3.588 7.930 1.007 -0.2 -0.2 0.0 0.000
C -6.592 0.140 3.481 -0.4 -0.1 -0.4 -0.001
C -1.662 -5.195 0.431 0.1 -0.1 -0.2 -0.004
C 2.667 2.104 -0.175 0.4 -0.1 -0.9 0.003
C -2.165 7.639 -1.533 0.0 -0.1 0.0 -0.001
C 2.210 -1.995 2.290 0.4 0.2 0.3 0.000
C -7.130 -2.199 3.149 0.0 0.1 0.0 0.000
C 2.150 7.777 0.491 0.3 0.1 0.1 0.002
C -3.920 1.068 6.787 0.1 0.0 -0.1 0.001
C -0.968 -2.414 -1.566 -0.8 -1.0 0.8 -0.001
C 1.206 -0.395 -5.677 0.7 -0.3 -0.2 0.003
C -1.513 2.743 -7.316 -0.1 -0.3 0.0 0.000
C 2.185 8.004 -1.027 -0.1 -0.1 0.1 0.000
C -0.515 -3.161 -2.686 0.5 0.4 -0.4 0.010
C 1.188 0.035 -3.038 0.1 -0.1 0.1 0.023
C -1.386 5.071 -0.847 0.0 0.3 0.1 -0.006
C 0.675 1.349 -2.594 -0.1 0.0 -0.3 0.005
C -0.599 6.162 -0.439 -0.3 0.1 -0.3 0.002
C 4.364 -0.693 -5.933 -0.4 -0.1 0.2 0.001
C -3.822 -3.549 -4.952 -0.1 -0.1 -0.2 0.000
C -1.040 3.661 -0.518 0.2 -0.8 -0.3 0.010
C 2.216 2.412 3.506 -0.2 -0.4 -0.2 -0.004
C -7.219 -0.825 2.462 -0.2 -0.1 0.0 0.001
C 0.263 -2.310 -3.429 -0.5 -0.8 0.3 -0.002
C -3.019 -4.913 -1.540 0.1 -0.1 0.1 0.005
C 0.846 2.000 -7.417 -0.1 -0.1 -0.1 0.002
C -2.540 5.286 -1.585 0.1 0.1 0.1 0.006
C -2.619 -4.150 -5.698 -0.1 0.0 0.0 0.000
C 2.594 2.705 2.212 -0.2 -0.1 0.0 0.004
C -2.558 1.068 6.542 0.1 0.0 0.1 -0.002
C -2.053 3.878 1.749 -0.1 -0.3 0.3 -0.001
C -4.351 0.560 4.467 0.1 0.0 0.1 0.005
C -0.359 2.925 -1.499 -0.3 1.3 0.1 0.036
C -8.689 -0.445 2.264 0.2 0.0 0.2 0.000
C 2.044 1.996 1.146 0.0 0.0 0.3 -0.007
C -1.763 -2.939 -0.544 1.1 0.5 -1.2 -0.003
C 3.327 3.360 -0.670 0.0 -0.3 0.0 0.000
C 1.328 1.360 3.694 0.2 0.2 0.0 0.006
C -2.399 0.503 2.836 0.3 0.3 -0.7 0.036
C 1.864 0.070 -4.427 -0.8 0.6 -0.8 0.000
C -2.933 -7.038 -0.405 0.1 0.2 0.1 0.000
C 1.942 -0.898 -6.713 -0.2 0.1 0.8 -0.001
C 0.273 -1.081 -2.736 0.0 0.1 0.5 -0.008
C -2.151 -4.369 -0.579 -0.1 -0.3 0.0 -0.001
C -5.063 -3.594 -5.846 0.1 -0.2 0.2 0.000
C -3.014 -1.884 2.624 0.3 0.2 -0.1 0.004
C -2.038 -6.522 0.516 0.1 -0.1 0.1 0.000
C 3.761 -1.860 4.218 0.2 0.1 -0.2 0.000
C -0.874 0.891 -8.872 0.0 0.0 0.2 0.000
C -2.140 -2.219 0.587 -0.5 0.1 0.8 0.017
C -4.039 -4.501 -3.765 -0.2 0.4 -0.5 0.000
C 0.848 2.538 -3.326 -0.2 0.3 0.2 -0.025
C -3.516 -2.102 -4.568 -0.1 -0.2 -0.1 0.000
C 0.766 0.754 2.589 0.0 -0.2 0.4 -0.002
C -3.419 -6.242 -1.424 -0.1 -0.2 -0.1 0.001
C -2.972 0.604 4.202 -0.2 0.0 0.2 -0.003
C -0.600 1.519 -7.498 -0.1 0.2 -0.2 0.002
C 1.690 6.358 0.803 0.4 0.3 0.0 -0.003
C 3.339 -0.984 -6.850 0.3 -0.1 -0.6 0.001
C -4.807 0.816 5.758 -0.2 0.0 0.1 0.001
C -1.053 0.501 -6.446 0.5 0.0 0.2 0.000
C -2.914 -2.808 1.639 0.1 0.3 -0.1 -0.020
C -2.007 1.693 2.225 -0.6 -0.2 0.6 -0.025
C 2.683 -0.415 -2.506 -0.3 -1.1 0.5 0.004
C -2.356 2.993 2.727 0.1 0.4 -0.1 -0.004
C 0.183 3.531 -2.646 0.1 -0.3 0.0 0.033
C -2.935 6.564 -1.935 -0.1 0.0 -0.1 -0.001
C -1.476 3.122 0.673 0.0 0.5 -0.1 0.008
C 4.282 -0.532 -4.586 0.9 0.3 0.1 0.000
H 3.676 -1.256 -7.841 0.0 0.0 -0.1 0.000
H -0.269 -0.001 -9.024 0.1 -0.1 0.0 0.000
H 2.840 -1.272 0.509 0.1 0.0 -0.2 -0.003
H 2.304 1.060 -4.591 0.0 -0.2 0.3 0.000
H 5.357 -0.624 -6.357 0.1 0.0 0.1 0.000
H -4.279 -1.697 -3.906 -0.1 0.1 0.1 0.000
H -3.490 -1.484 -5.464 0.1 0.0 0.0 0.000
H -0.686 -0.731 -4.958 -0.2 0.0 -0.4 -0.002
H 3.479 1.524 -2.577 -0.1 0.0 0.2 0.000
H 2.936 3.609 -1.658 0.0 0.0 0.0 -0.001
H 4.403 3.204 -0.759 0.1 0.0 -0.1 0.000
H 1.271 7.702 -1.525 0.0 0.1 -0.1 0.000
H -2.835 -5.173 -6.000 0.0 -0.1 -0.1 0.000
H 1.093 2.311 -6.405 0.1 0.0 0.1 -0.001
H 3.728 -2.179 5.256 0.0 0.0 0.0 0.000
H -3.030 -3.184 -2.598 -0.1 -0.1 -0.2 0.000
H -1.280 3.249 -6.380 0.0 0.1 0.1 0.000
H 3.935 8.943 0.822 0.0 0.2 0.0 0.000
H 0.247 8.412 1.387 -0.1 0.1 0.0 0.000
H 3.853 -0.769 4.188 0.1 -0.1 0.0 0.000
H 2.367 9.056 -1.238 0.0 0.1 0.0 0.000
H 1.855 -2.796 4.087 0.1 0.1 -0.2 0.000
H -2.806 3.176 3.683 -0.1 0.1 0.1 0.001
H -2.199 4.941 1.741 -0.1 0.2 0.0 0.001
H 4.252 7.233 0.501 0.1 0.0 0.0 0.000
H -1.854 1.244 7.341 0.1 0.0 0.1 0.000
H -0.641 1.605 -9.660 0.1 0.1 -0.1 0.000
H 2.631 2.951 4.342 0.1 0.1 0.1 0.000
H -0.454 8.313 -0.492 0.1 0.0 0.0 0.000
H 1.557 1.245 -7.737 0.1 0.0 0.0 0.000
H 1.073 1.019 4.686 -0.1 0.0 0.0 0.000
H 3.148 4.197 -0.005 0.0 0.1 0.0 0.000
H -1.374 3.439 -8.140 0.1 0.1 -0.1 0.000
H 1.231 9.733 0.734 0.0 0.1 0.0 0.000
H -4.103 -6.643 -2.151 0.0 0.0 0.0 0.000
H 4.642 -2.309 3.751 0.0 0.1 0.1 0.000
H 0.787 -2.536 -4.341 0.0 0.0 -0.2 -0.001
H 3.337 3.462 2.028 0.0 0.1 -0.1 0.000
H -9.161 -0.277 3.228 -0.1 0.0 0.0 0.000
H -1.043 0.877 5.050 0.1 0.0 0.0 0.003
H 1.371 -1.218 -7.574 -0.1 0.0 -0.1 0.000
H -6.091 -2.484 3.307 0.1 -0.1 0.0 0.000
H 0.055 -0.053 2.720 0.0 0.1 0.0 -0.013
H -6.360 0.135 0.710 0.0 0.1 -0.1 0.000
H 0.958 2.866 -8.068 0.0 0.1 -0.1 0.000
H 0.116 4.568 -2.911 -0.1 0.2 0.0 0.001
H -3.258 -8.066 -0.333 0.0 -0.1 0.0 0.000
H -7.633 -2.170 4.114 0.0 0.0 0.1 0.000
H -5.887 -3.066 -5.371 -0.1 0.1 0.0 0.000
H -1.643 -7.145 1.304 0.1 0.0 0.1 0.000
H -2.396 -3.561 -6.584 0.0 0.1 -0.1 0.000
H -4.858 -3.127 -6.806 0.1 0.1 -0.1 0.000
H 2.775 -1.748 -4.011 0.0 0.2 0.1 0.000
H 1.672 8.946 2.246 0.0 0.0 0.1 0.000
H -5.364 -4.626 -6.010 0.0 0.0 0.0 0.000
H -3.323 -3.799 1.627 -0.1 -0.1 0.0 0.000
H -5.868 0.817 5.947 0.0 0.0 0.0 0.000
H 3.635 7.723 2.072 0.0 0.0 0.1 0.000
H -1.738 -4.158 -5.058 0.1 0.0 0.0 0.000
H -0.709 -4.201 -2.870 -0.1 -0.1 0.0 -0.001
H -1.924 0.616 -8.950 -0.1 0.0 0.0 0.000
H -7.106 -1.431 0.403 0.0 0.0 0.0 0.000
H -3.832 6.717 -2.514 -0.1 0.0 -0.1 0.000
H -8.772 0.470 1.682 -0.1 0.1 -0.1 0.000
H -2.456 8.645 -1.796 0.0 0.1 0.0 0.000
H -4.768 -0.167 2.617 -0.2 -0.1 0.1 0.000
H -0.963 -4.776 1.141 0.0 0.0 0.1 -0.001
H -9.222 -1.240 1.746 0.0 -0.1 -0.1 0.000
H -2.542 -2.005 -4.090 0.1 0.1 0.0 0.000
H 5.099 -0.267 -3.942 0.1 0.0 0.1 0.000
H 4.004 -1.185 1.787 0.1 0.1 0.0 0.000
H -3.483 -1.979 3.586 -0.1 0.0 0.1 0.000
H -5.535 -1.365 1.175 0.1 -0.1 0.0 0.000
H -3.126 4.432 -1.889 -0.1 -0.1 0.0 0.000
H 0.482 4.844 0.586 0.2 0.3 0.1 0.002
H -7.606 -2.959 2.533 0.0 -0.1 -0.1 0.000
H 1.361 2.681 -4.257 0.1 -0.1 -0.1 -0.003
H -4.296 1.260 7.781 0.0 0.0 0.0 0.000
H -2.553 2.432 -7.285 -0.1 0.0 0.0 0.000
H 3.003 7.429 -1.457 0.1 0.0 -0.1 0.000
```
Positions in Å, forces in eV/Å.

## Properties
⟨S²⟩   0.826
2S+1   2
LUMO level (alpha / beta)   -2.178 / -2.197 eV
Gap between HOMO and LUMO (alpha / beta)   3.381 / 3.361 eV
Maximum force   2.13 eV Å⁻¹